Entry 1:
Formula: C38H40EuN5O3S2
Source: the OMol25 dataset
Level of theory: ωB97M-V/def2-TZVPD

Atoms and positions in Å:
1 Eu 0.04998 -0.01828 0.03033
2 C -0.43516 3.22690 1.04996
3 N 0.48533 2.59719 0.08786
4 C 1.86398 2.75478 0.59496
5 C 2.85168 1.82039 -0.08858
6 N 2.65065 0.40500 0.28812
7 C 3.35473 -0.44537 -0.69119
8 C 3.15380 0.16610 1.63620
9 C 4.52642 0.02894 1.83614
10 C 5.06338 -0.25089 3.08055
11 C 4.21010 -0.39362 4.16663
12 C 2.84938 -0.23648 3.99150
13 C 2.28109 0.05700 2.73719
14 S 0.53626 0.23310 2.66902
15 C 0.33797 3.18831 -1.23703
16 C 0.18950 4.56965 -1.35384
17 C -0.01141 5.19048 -2.57332
18 C -0.07564 4.41170 -3.72293
19 C 0.09193 3.04501 -3.63012
20 C 0.32581 2.39632 -2.40228
21 S 0.64434 0.67322 -2.48810
22 H -0.05533 4.19252 1.41036
23 H -0.55208 2.57545 1.91497
24 H -1.40595 3.38465 0.58517
25 H 1.86406 2.55526 1.66807
26 H 2.19276 3.79354 0.44168
27 H 3.87418 2.12966 0.17398
28 H 2.73636 1.90990 -1.16999
29 H 4.36161 -0.06507 -0.91085
30 H 2.79756 -0.45667 -1.62560
31 H 3.43914 -1.45844 -0.30214
32 H 5.19973 0.12678 0.99310
33 H 6.13583 -0.35630 3.19497
34 H 4.60840 -0.62833 5.14767
35 H 2.16763 -0.34395 4.82501
36 H 0.21678 5.18201 -0.45939
37 H -0.12433 6.26679 -2.62630
38 H -0.25769 4.87080 -4.68814
39 H 0.04812 2.42067 -4.51241
40 C -0.63208 -8.45795 -0.62661
41 O -0.91671 -7.09765 -0.39331
42 C -1.94122 -6.81072 0.46278
43 C -2.76131 -7.75367 1.05112
44 C -3.76899 -7.34908 1.92261
45 C -3.93470 -6.00934 2.21243
46 C -3.10300 -5.05587 1.63509
47 C -2.11106 -5.43925 0.74017
48 N -1.21600 -4.56396 0.13263
49 C -1.28572 -3.18147 0.00245
50 N -2.53548 -2.70303 -0.13283
51 C -3.11843 -1.39789 -0.18966
52 C -2.38301 -0.21176 -0.21481
53 C -3.17218 0.95037 -0.35495
54 C -4.55452 0.93751 -0.42298
55 C -5.24732 -0.26713 -0.35879
56 C -4.52440 -1.43808 -0.24935
57 O -5.10356 -2.69327 -0.18936
58 C -6.49824 -2.77338 -0.35171
59 N -0.20216 -2.46454 -0.00778
60 C 1.05166 -3.08902 0.17421
61 C 1.73842 -2.92471 1.37082
62 C 3.02953 -3.41294 1.53440
63 C 3.64401 -4.08073 0.49068
64 C 2.96304 -4.28715 -0.70561
65 C 1.66750 -3.81619 -0.86151
66 O 0.90664 -4.01043 -1.97587
67 C 1.46826 -4.77404 -3.01803
68 H 0.23571 -8.47583 -1.28142
69 H -1.46693 -8.96214 -1.12226
70 H -0.39382 -8.98119 0.30382
71 H -2.62993 -8.80645 0.83864
72 H -4.41219 -8.09317 2.37462
73 H -4.70686 -5.69135 2.90077
74 H -3.21970 -4.01323 1.89428
75 H -0.39903 -5.00418 -0.25520
76 H -3.23832 -3.42036 -0.21751
77 H -2.68170 1.91878 -0.43810
78 H -5.11099 1.86395 -0.52852
79 H -6.32890 -0.27281 -0.39669
80 H -6.74137 -3.83438 -0.36136
81 H -6.81680 -2.31840 -1.29409
82 H -7.02751 -2.28922 0.47490
83 H 1.24542 -2.38960 2.17343
84 H 3.55164 -3.24822 2.46865
85 H 4.66099 -4.43953 0.59099
86 H 3.45865 -4.80755 -1.51485
87 H 0.68422 -4.88840 -3.76241
88 H 1.78055 -5.76227 -2.66384
89 H 2.32411 -4.26638 -3.47178

Results
Net charge: -1
Energy, eV: -94649.563
2S+1: 8
HOMO-LUMO gap (alpha / beta), eV: 4.46 / 6.19

***

Entry 2:
Formula: C38H40F12Ge2NO2SiTi
Source: the OMol25 dataset
Level of theory: ωB97M-V/def2-TZVPD

Atoms and positions in Å:
1 Ti 0.58834 1.14397 1.90732
2 C -4.97071 4.69799 0.79820
3 C -3.67168 3.96460 0.58950
4 C -2.66647 4.47950 -0.22270
5 C -1.47798 3.80030 -0.37720
6 C -1.22462 2.55654 0.23104
7 N -0.00407 1.90642 0.02498
8 C 0.57581 1.85909 -1.20816
9 C -0.14611 2.15428 -2.38995
10 C 0.42422 2.15058 -3.64601
11 C 1.76220 1.83695 -3.82200
12 C 2.41874 1.82955 -5.17639
13 C 2.47468 1.48903 -2.68107
14 C 1.93541 1.46681 -1.39935
15 C 2.81332 1.10279 -0.18763
16 O 2.15627 0.49897 0.84371
17 C 3.51440 2.41503 0.30608
18 F 2.66675 3.44476 0.34262
19 F 4.52349 2.79504 -0.52596
20 F 4.05327 2.28325 1.52010
21 C 3.93671 0.06296 -0.54052
22 F 4.88058 0.41401 -1.44764
23 F 4.63114 -0.26820 0.55765
24 F 3.37741 -1.06048 -1.01497
25 C -2.21296 2.06975 1.12733
26 C -3.40310 2.78480 1.26250
27 C -1.92534 0.90172 2.08274
28 O -0.97188 0.00104 1.58941
29 C -3.18449 0.09251 2.45551
30 F -2.87510 -1.09248 2.99180
31 F -3.97010 0.73132 3.36045
32 F -3.98060 -0.17003 1.39488
33 C -1.12957 1.46477 3.29899
34 F 1.24518 2.74130 2.47892
35 F -1.54837 2.73948 3.65981
36 F -1.41055 0.70304 4.42300
37 H -5.27328 5.23482 -0.10384
38 H -4.89105 5.43200 1.60577
39 H -5.77244 4.00685 1.06388
40 H -2.80685 5.43094 -0.72800
41 H -0.69560 4.22623 -0.99205
42 H -1.18982 2.42098 -2.30365
43 H -0.19318 2.40071 -4.50510
44 H 1.78627 2.32239 -5.91853
45 H 2.60236 0.80967 -5.52367
46 H 3.38044 2.34943 -5.15945
47 H 3.51563 1.24340 -2.81575
48 H -4.15799 2.41491 1.94292
49 C -0.70094 -3.32388 2.19400
50 Ge 0.36207 -3.50426 0.56161
51 C 2.27066 -3.61251 1.00511
52 C -0.07540 -5.24230 -0.28693
53 Ge -0.16361 -1.61902 -0.87931
54 C -2.11129 -1.43830 -1.10443
55 C -2.65157 -0.22533 -1.53282
56 C -4.01499 -0.07778 -1.74182
57 C -4.87291 -1.14299 -1.50791
58 C -4.35771 -2.34923 -1.05541
59 C -2.99001 -2.49198 -0.85607
60 C 0.52060 -1.90654 -2.70538
61 C 1.71590 -2.59943 -2.91566
62 C 2.21028 -2.81740 -4.19380
63 C 1.51371 -2.34464 -5.29851
64 C 0.32911 -1.64570 -5.10903
65 C -0.15630 -1.42515 -3.82771
66 H -0.24167 -3.88032 3.01362
67 H -1.71184 -3.70200 2.03187
68 H -0.77703 -2.27150 2.47105
69 H 2.39510 -4.21134 1.91022
70 H 2.68994 -2.62562 1.18534
71 H 2.82461 -4.09072 0.19487
72 H 0.19911 -6.05332 0.39325
73 H 0.48246 -5.36451 -1.21683
74 H -1.13854 -5.32601 -0.51170
75 H -1.99605 0.62374 -1.68466
76 H -4.40752 0.88234 -2.05630
77 H -5.94065 -1.02647 -1.65325
78 H -5.02201 -3.18080 -0.84804
79 H -2.60850 -3.44131 -0.49797
80 H 2.27644 -2.97268 -2.06556
81 H 3.14152 -3.35646 -4.32681
82 H 1.89808 -2.50872 -6.29884
83 H -0.21532 -1.25768 -5.96288
84 H -1.08420 -0.87913 -3.70135
85 C 0.82418 -1.33977 5.05176
86 Si 1.77626 -0.14339 3.90621
87 C 2.41724 1.21021 5.09791
88 C 3.33628 -1.16437 3.50463
89 H 1.51589 -1.73184 5.80839
90 H 0.40844 -2.18728 4.50207
91 H -0.00044 -0.83758 5.55739
92 H 2.51874 0.82155 6.11827
93 H 1.74955 2.07303 5.11367
94 H 3.39898 1.56088 4.76550
95 H 3.91588 -1.34539 4.41843
96 H 3.97161 -0.65194 2.78240
97 H 3.06718 -2.13852 3.08187

Results
Net charge: -2
Energy, eV: -222281.031
2S+1: 2
Energy above the lowest of the compared OMol25 structures with the same formula, charge and spin, kcal per mole: 16.2
HOMO-LUMO gap (alpha / beta), eV: 6.08 / 5.98

***

Entry 3:
Formula: C38H40MnN4O7
Source: the OMol25 dataset
Level of theory: ωB97M-V/def2-TZVPD

Atoms and positions in Å:
1 Mn -0.73988 1.09230 -1.09468
2 O -6.29690 -0.88052 -2.96870
3 C -5.05677 -0.56963 -2.55674
4 C -4.17591 -1.50614 -2.02050
5 C -2.93765 -1.06720 -1.60466
6 N -2.52534 0.19570 -1.69258
7 C -3.35699 1.07222 -2.27956
8 C -4.62223 0.74206 -2.70675
9 C -2.77988 2.46647 -2.49129
10 O -3.45528 3.30304 -3.05023
11 O -1.58171 2.58057 -2.03544
12 C -1.91750 -2.06474 -1.17898
13 O -1.71295 -3.08427 -1.76605
14 O -1.24899 -1.63386 -0.06685
15 H -6.47621 -1.81842 -2.83693
16 H -4.42512 -2.55685 -1.94740
17 H -5.23780 1.50280 -3.16548
18 C -1.12680 -5.73983 -0.03358
19 C -1.88492 -4.76561 0.87409
20 C -3.09671 -5.45247 1.50079
21 C -0.93548 -4.15808 1.88544
22 C -0.80989 -4.74597 3.13795
23 C 0.10245 -4.27022 4.06107
24 C 0.87985 -3.17110 3.75418
25 C 0.77281 -2.52034 2.52796
26 C 1.60655 -1.25819 2.36316
27 C 2.73463 -1.33090 1.32983
28 C 0.73179 -0.02606 2.15263
29 C -0.13085 -3.04635 1.59010
30 N -0.15590 -2.44718 0.27963
31 C 0.76831 -2.68253 -0.70306
32 O 1.53377 -3.61562 -0.62692
33 C 0.95409 -1.66493 -1.81492
34 C 1.60034 -2.11173 -2.95005
35 C 2.06543 -1.18192 -3.87425
36 C 1.98531 0.16101 -3.56827
37 C 1.36037 0.53489 -2.38393
38 N 0.75724 -0.35376 -1.57930
39 C 1.44545 1.97986 -1.89929
40 O 2.03247 2.78166 -2.60808
41 N 0.86305 2.13466 -0.68462
42 C 1.16677 3.34820 -0.00935
43 C 0.21611 4.19186 0.59306
44 C 0.65267 5.43808 1.05738
45 C 1.96758 5.83840 1.01345
46 C 2.91497 4.92459 0.58228
47 C 2.54261 3.68075 0.10750
48 C 3.65871 2.67301 -0.14120
49 C 4.72174 3.18240 -1.11353
50 C 4.29479 2.28551 1.19988
51 C -1.25140 3.94258 0.96744
52 C -1.74735 2.50623 1.06486
53 C -2.26256 4.85456 0.25427
54 H -1.78634 -6.12800 -0.81161
55 H -0.75458 -6.58052 0.55659
56 H -0.27501 -5.25916 -0.50952
57 H -2.26998 -3.96488 0.25194
58 H -2.82531 -6.37680 2.01266
59 H -3.80280 -5.72395 0.71436
60 H -3.60849 -4.80324 2.21293
61 H -1.42485 -5.59719 3.39221
62 H 0.19728 -4.74922 5.02711
63 H 1.57625 -2.78611 4.48847
64 H 2.09212 -1.13114 3.33390
65 H 2.37669 -1.12672 0.32276
66 H 3.22702 -2.30325 1.33024
67 H 3.47798 -0.56463 1.55804
68 H 0.27206 -0.04334 1.16614
69 H 1.32901 0.88611 2.20695
70 H -0.05283 0.02378 2.90930
71 H 1.76201 -3.17280 -3.07024
72 H 2.54388 -1.51203 -4.78666
73 H 2.41066 0.94016 -4.18440
74 H -0.08815 6.10350 1.48831
75 H 2.25783 6.82037 1.36306
76 H 3.96674 5.17688 0.63758
77 H 3.23958 1.75867 -0.55601
78 H 5.26573 4.03100 -0.69374
79 H 4.26588 3.49018 -2.05284
80 H 5.45221 2.39616 -1.31784
81 H 4.76608 3.14985 1.67175
82 H 5.06138 1.52051 1.05257
83 H 3.54698 1.89566 1.89370
84 H -1.24940 4.26377 2.01424
85 H -2.16775 2.11064 0.12581
86 H -2.60934 2.46468 1.73508
87 H -0.98471 1.83374 1.45101
88 H -2.75001 4.34852 -0.57301
89 H -1.77986 5.74013 -0.15477
90 H -3.03885 5.17965 0.95016

Results
Energy, eV: -91669.142
2S+1: 4
Energy above the lowest of the compared OMol25 structures with the same formula, charge and spin, kcal per mole: 0.0
HOMO-LUMO gap (alpha / beta), eV: 6.97 / 7.00